# 1
Below is a structure of composition C6H10O, with properties calculated with wB97M-V/def2-TZVPD.

Last column: Löwdin charge in e.
Element x y z (Å)
C 1.84 -0.59 -0.12  -0.07
C 0.77 0.36 0.40  -0.31
C -0.01 1.38 -0.50  -0.07
C -1.33 0.85 0.09  -0.27
O -1.98 -0.07 -0.79  -0.08
C -1.25 -1.17 -0.21  -0.13
C -0.57 -0.27 0.83  -0.17
H 2.14 -1.32 0.65  0.08
H 2.75 -0.06 -0.43  0.07
H 1.49 -1.17 -0.98  0.07
H 1.18 0.98 1.21  0.13
H 0.20 2.43 -0.28  0.11
H 0.06 1.22 -1.58  0.12
H -2.01 1.55 0.58  0.15
H -0.59 -1.66 -0.95  0.11
H -1.94 -1.92 0.20  0.12
H -0.74 -0.54 1.88  0.14

Properties
LUMO energy = 1.1 eV
orbital gap = 10.49 eV
energy above the lowest of the compared OMol25 structures with the same formula, charge and spin = 1.5249 eV
total charge = 0
total energy = -309.78633 Ha


# 2
Below is an isolated molecule of C5H7Cl3O, with properties calculated with wB97M-V/def2-TZVPD.

Last column: Löwdin charge in e.
Element x y z (Å)
O 0.52 -0.63 -2.06  -0.02
C -0.11 -0.29 -0.87  -0.64
C -1.17 0.79 -1.01  -0.50
Cl -2.47 0.25 -2.13  0.55
C 0.85 0.10 0.32  -0.06
C 0.12 -0.96 1.21  -0.16
C -0.60 -1.55 -0.05  -1.03
Cl 0.06 -3.09 -0.60  0.71
Cl -2.43 -1.71 0.05  0.55
H 0.30 -1.56 -2.13  0.02
H -0.61 1.62 -1.42  0.09
H -1.61 1.14 -0.10  0.08
H 0.71 1.07 0.65  0.08
H 1.92 -0.18 0.08  0.15
H 0.79 -1.69 1.68  0.10
H -0.39 -0.60 2.03  0.08

Properties
LUMO energy = 0.7 eV
SMILES = O[C@]1(CCl)CCC1(Cl)Cl
orbital gap = 10.64 eV
energy above the lowest of the compared OMol25 structures with the same formula, charge and spin = 0.9308 eV
total charge = 0
total energy = -1650.49622 Ha


# 3
Below is the ion C4H10N5O with charge +1, with properties calculated with wB97M-V/def2-TZVPD.

Last column: Löwdin charge in e.
Element x y z (Å)
C 0.51 -0.71 1.25  -0.03
C 1.18 1.48 0.68  -0.55
C -0.04 -0.27 -1.14  -0.04
C -0.47 -1.00 0.08  -0.56
N 1.19 0.31 1.47  0.15
N 0.77 1.57 -0.51  0.19
N 1.68 2.51 1.38  0.17
N -1.09 0.43 -1.87  0.19
N -0.58 -2.42 -0.18  0.12
O -1.74 -0.49 0.43  0.02
H 0.59 -1.51 1.98  0.13
H 0.79 -0.65 -1.72  0.14
H 2.03 2.34 2.30  0.12
H 1.77 3.42 0.95  0.12
H -0.78 1.42 -1.94  0.15
H -1.30 0.04 -2.79  0.18
H -1.92 0.37 -1.23  0.16
H -0.52 -2.98 0.66  0.10
H 0.10 -2.76 -0.85  0.10
H -2.18 -1.09 1.05  0.13

Properties
LUMO energy (alpha / beta) = -3.9 / -3.9 eV
orbital gap (alpha / beta) = 9.35 / 9.35 eV
energy above the lowest of the compared OMol25 structures with the same formula, charge and spin = 2.6089 eV
total charge = +1
total energy = -507.11793 Ha


# 4
Below is an isolated molecule of C3H2N2O, with properties calculated with wB97M-V/def2-TZVPD.

Last column: Löwdin charge in e.
Element x y z (Å)
O -1.21 1.03 1.96  0.13
C -0.56 0.58 1.02  -0.46
N -0.90 -0.75 0.45  0.11
C -0.20 -0.89 -0.61  -0.10
C 0.83 0.26 -0.63  -0.07
N 0.58 1.06 0.34  0.10
H -0.27 -1.84 -1.26  0.13
H 1.74 0.56 -1.28  0.14

Properties
LUMO energy = -1.9 eV
SMILES = O=C1N=CC=N1
orbital gap = 8.94 eV
energy above the lowest of the compared OMol25 structures with the same formula, charge and spin = 0.5563 eV
total charge = 0
total energy = -300.21097 Ha


# 5
Below is a structure of composition C35H31N4O5SbY, with properties calculated with wB97M-V/def2-TZVPD.

Last column: Löwdin charge in e.
Element x y z (Å)
Y -0.23 -0.11 -0.06  1.38
N 1.71 1.33 0.66  -0.05
C 1.81 1.36 2.15  -0.14
C 0.46 1.13 2.83  -0.59
O 0.29 1.55 3.96  0.06
N -0.42 0.44 2.07  -0.13
C -1.70 0.15 2.71  -0.12
C -2.60 -0.61 1.75  -0.58
O -3.55 -1.26 2.13  0.07
O -2.24 -0.53 0.48  -0.23
H 1.46 2.28 0.36  0.05
H 2.63 1.17 0.27  0.09
H 2.49 0.57 2.47  0.13
H 2.22 2.31 2.51  0.12
H -1.59 -0.43 3.63  0.13
H -2.22 1.07 3.01  0.14
O -4.17 -3.45 3.89  0.13
C -3.51 -4.52 3.44  -0.49
O -3.83 -5.64 3.73  0.15
C -2.36 -4.19 2.54  -0.12
C -1.33 -3.38 3.00  0.00
C -0.37 -2.91 2.12  -0.02
C -0.47 -3.25 0.77  -0.28
C -1.45 -4.12 0.32  0.00
C -2.39 -4.61 1.22  0.02
N 0.30 -2.50 -0.16  0.01
C 0.87 -3.02 -1.17  -0.04
C 1.45 -2.13 -2.20  -0.25
C 2.22 -2.65 -3.23  0.01
C 2.72 -1.78 -4.20  -0.01
C 2.42 -0.43 -4.09  -0.01
C 1.65 0.00 -3.03  -0.10
N 1.17 -0.82 -2.09  0.02
H -3.92 -2.64 3.39  0.08
H -1.30 -3.09 4.04  0.14
H 0.40 -2.24 2.46  0.12
H -1.53 -4.35 -0.73  0.12
H -3.18 -5.26 0.88  0.14
H 0.93 -4.10 -1.32  0.15
H 2.41 -3.71 -3.28  0.13
H 3.32 -2.15 -5.01  0.13
H 2.78 0.28 -4.82  0.12
H 1.39 1.05 -2.94  0.08
C 0.63 3.78 -5.82  -0.07
C 1.42 3.90 -4.68  -0.08
C 0.89 3.62 -3.43  -0.17
C -0.44 3.21 -3.31  -0.41
C -1.23 3.09 -4.45  -0.12
C -0.69 3.38 -5.70  -0.07
Sb -1.21 2.64 -1.42  1.52
C -0.50 4.23 -0.20  -0.39
C -0.11 5.46 -0.72  -0.12
C 0.34 6.45 0.13  -0.07
C 0.40 6.23 1.50  -0.06
C 0.00 5.01 2.02  -0.06
C -0.45 4.01 1.17  -0.15
C -3.27 3.02 -1.64  -0.40
C -4.18 2.04 -1.26  -0.13
C -5.54 2.29 -1.38  -0.07
C -5.98 3.51 -1.87  -0.07
C -5.07 4.49 -2.24  -0.07
C -3.71 4.25 -2.13  -0.12
H 1.04 4.01 -6.79  0.11
H 2.45 4.24 -4.77  0.11
H 1.51 3.74 -2.55  0.10
H -2.27 2.79 -4.37  0.10
H -1.31 3.29 -6.58  0.11
H -0.15 5.65 -1.79  0.10
H 0.65 7.41 -0.27  0.11
H 0.76 7.01 2.16  0.11
H 0.04 4.83 3.09  0.12
H -0.78 3.07 1.60  0.08
H -3.84 1.09 -0.87  0.08
H -6.25 1.53 -1.09  0.11
H -7.04 3.70 -1.96  0.11
H -5.42 5.44 -2.62  0.11
H -3.00 5.02 -2.41  0.10

Properties
LUMO energy = -4.4 eV
orbital gap = 7.24 eV
energy above the lowest of the compared OMol25 structures with the same formula, charge and spin = 0.0713 eV
total charge = +1
total energy = -2226.11496 Ha


# 6
Below is a structure of composition C12H25ClI2NOsP2, with properties calculated with wB97M-V/def2-TZVPD.

Last column: Löwdin charge in e.
Element x y z (Å)
I 1.17 -1.84 1.38  0.46
I -0.15 0.45 1.51  0.44
Os -0.99 0.99 -2.13  0.73
P 1.18 1.10 -1.50  0.57
C 2.48 1.67 -0.26  -0.27
C 2.42 0.45 -2.66  -0.24
H 2.88 1.31 -3.20  0.09
H 1.01 2.70 -3.35  0.09
H 1.93 -0.27 -3.35  0.03
H -0.51 2.79 -2.22  0.03
H 3.15 0.86 0.06  0.05
H 3.17 -0.07 -2.03  0.07
C 0.69 2.68 -2.28  -0.30
H 3.11 2.44 -0.73  0.09
H 1.10 3.46 -1.62  0.09
H 2.10 2.10 0.67  0.00
P -1.79 -0.91 -1.13  0.59
C -2.61 -1.79 0.34  -0.25
C -3.16 0.11 -1.81  -0.31
H -1.25 -2.25 -3.10  0.01
H -2.92 -2.60 -2.48  0.09
H -1.48 -3.23 -1.58  0.06
C -1.87 -2.41 -2.20  -0.24
H -2.79 1.28 -1.88  0.03
H -3.44 -0.22 -2.84  0.08
H -3.63 -2.10 0.04  0.09
H -2.64 -1.13 1.21  0.00
H -3.93 0.09 -1.01  0.09
H -2.07 -2.68 0.67  0.05
Cl -0.68 0.04 -4.27  0.11
N 1.31 -0.85 4.35  0.01
C 1.24 -0.58 5.67  -0.28
C 0.04 -0.65 6.42  0.09
C 0.09 -0.29 7.79  0.05
C 1.29 0.14 8.40  0.00
C 2.47 0.14 7.64  0.04
C 2.45 -0.23 6.32  0.08
H 0.54 -1.10 3.72  -0.09
H 2.19 -1.07 3.94  0.04
H -0.88 -1.00 5.92  0.15
H -0.83 -0.39 8.37  0.15
H 1.33 0.30 9.47  0.13
H 3.42 0.43 8.08  0.15
H 3.35 -0.22 5.67  0.15

Properties
LUMO energy (alpha / beta) = -10.9 / -12.2 eV
2S+1 = 5
orbital gap (alpha / beta) = 5.92 / 4.46 eV
energy above the lowest of the compared OMol25 structures with the same formula, charge and spin = 3.7464 eV
total charge = +3
total energy = -2354.72737 Ha
expectation value of S² = 6.038


# 7
Below is an isolated molecule of C5F5NOS, with properties calculated with wB97M-V/def2-TZVPD.

Last column: Löwdin charge in e.
Element x y z (Å)
C -1.23 -0.64 -0.50  -0.30
C -0.64 -1.81 -0.87  -0.48
C -0.15 1.51 0.62  -0.33
C 0.88 0.86 1.32  -0.28
C 0.84 0.10 -0.89  -0.59
N -0.40 0.44 -0.53  0.10
O -0.55 2.62 0.52  0.15
F -2.47 -0.49 -0.08  0.17
F -1.20 -3.00 -0.93  0.08
F 0.80 -0.47 1.62  0.05
F 1.37 1.47 2.41  0.11
F 1.69 0.99 -1.38  0.11
S 1.04 -1.57 -1.31  1.20

Properties
LUMO energy (alpha / beta) = -0.8 / -0.8 eV
orbital gap (alpha / beta) = 7.69 / 7.69 eV
energy above the lowest of the compared OMol25 structures with the same formula, charge and spin = 0.0000 eV
total charge = 0
total energy = -1217.90098 Ha


# 8
Below is a cluster of 2 separate species, C2HCl2N in total, with properties calculated with wB97M-V/def2-TZVPD.

Last column: Löwdin charge in e.
Element x y z (Å)
C 1.76 -0.05 -0.03  -0.01
C 0.60 -0.03 0.25  -0.10
N -1.38 0.03 0.53  -0.94
Cl -1.94 -1.35 -0.28  0.52
Cl -1.84 1.47 -0.25  0.52
H 2.79 -0.07 -0.22  0.01

Properties
LUMO energy (alpha / beta) = -1.4 / -1.4 eV
orbital gap (alpha / beta) = 8.99 / 8.99 eV
energy above the lowest of the compared OMol25 structures with the same formula, charge and spin = 6.4889 eV
total charge = 0
total energy = -1051.68707 Ha


- Look up the total energy of the fourth one.
  -300.21097 Ha